(1)
{"formula": "C28H40BeCl12F3N5NaO10S", "method": "wB97M-V/def2-TZVPD", "charge": 1, "e_tot_ha": -8512.97210, "symbols": ["C", "C", "C", "C", "C", "C", "C", "N", "C", "Cl", "C", "C", "Cl", "C", "N", "C", "N", "C", "C", "O", "N", "C", "C", "H", "H", "H", "H", "H", "H", "H", "H", "H", "H", "H", "H", "H", "H", "H", "H", "H", "H", "H", "H", "H", "H", "H", "H", "H", "H", "C", "C", "C", "O", "C", "C", "C", "O", "O", "O", "H", "H", "H", "H", "Na", "Cl", "Be", "C", "Cl", "Cl", "Cl", "Cl", "C", "O", "N", "C", "C", "H", "H", "H", "H", "H", "H", "H", "Cl", "C", "Cl", "Cl", "Cl", "Cl", "C", "F", "F", "F", "S", "O", "O", "O", "O", "H", "H", "H"], "positions_angstrom": [[5.938, 3.445, 1.864], [4.642, 2.674, 1.221], [3.477, 2.464, 2.365], [2.020, 2.342, 1.583], [1.575, 0.798, 1.260], [1.170, 0.509, -0.310], [2.235, 1.210, -1.393], [3.335, 1.709, -1.908], [1.289, -1.111, -0.540], [0.670, -2.116, 0.937], [2.856, -1.626, -0.820], [3.127, -3.142, -0.167], [3.175, -1.854, -2.669], [-0.308, 1.146, -0.683], [-0.215, 2.685, -0.751], [-0.840, 0.698, -2.204], [-1.137, -0.133, -3.182], [-1.485, 0.818, 0.411], [-2.977, 1.344, -0.017], [-4.038, 0.755, 0.594], [-3.298, 2.455, -0.993], [-3.853, 3.690, -0.310], [-4.271, 1.941, -2.067], [5.944, 4.578, 1.526], [5.796, 3.442, 3.042], [6.919, 2.861, 1.572], [4.884, 1.597, 0.794], [4.179, 3.392, 0.402], [3.398, 3.437, 3.046], [3.615, 1.517, 3.039], [1.998, 3.072, 0.669], [1.215, 2.766, 2.356], [0.757, 0.499, 2.041], [2.528, 0.118, 1.487], [0.671, -1.523, -1.459], [3.658, -0.930, -0.308], [2.323, -3.930, -0.491], [3.340, -3.097, 0.983], [4.148, -3.498, -0.673], [-0.822, 3.127, -0.027], [-0.469, 2.970, -1.722], [-1.516, -0.322, 0.674], [-1.193, 1.420, 1.400], [-5.000, 3.562, -0.012], [-3.264, 3.863, 0.704], [-3.671, 4.666, -0.961], [-4.394, 0.762, -2.003], [-5.310, 2.506, -1.925], [-3.802, 2.152, -3.132], [0.424, -7.559, 2.582], [0.787, -7.115, 1.377], [2.089, -6.422, 1.168], [2.403, -6.042, 0.045], [2.956, -6.215, 2.338], [2.591, -6.657, 3.544], [1.302, -7.374, 3.747], [1.002, -7.784, 4.864], [3.399, -6.463, 4.649], [-0.034, -7.283, 0.277], [-0.518, -8.066, 2.747], [3.890, -5.695, 2.176], [2.917, -6.873, 5.400], [0.451, -6.879, -0.475], [-3.710, -0.788, -1.707], [-1.310, -5.817, 0.731], [-5.810, 4.936, 0.468], [7.490, -0.477, 2.768], [6.418, -0.259, 4.174], [8.651, 0.872, 2.690], [8.376, -2.014, 2.929], [6.515, -0.508, 1.277], [-7.687, 4.070, -4.368], [-7.563, 4.477, -3.220], [-8.069, 2.795, -4.728], [-8.193, 2.391, -6.113], [-8.356, 1.827, -3.689], [-7.494, 4.723, -5.234], [-9.222, 2.071, -6.297], [-7.509, 1.559, -6.301], [-7.948, 3.217, -6.787], [-9.169, 2.206, -3.064], [-7.465, 1.697, -3.068], [-8.644, 0.866, -4.125], [3.478, -9.133, 3.802], [-10.922, -1.483, -4.294], [-11.159, -0.414, -5.700], [-10.871, -3.178, -4.838], [-9.388, -1.071, -3.488], [-12.271, -1.266, -3.150], [11.200, 4.209, 4.664], [10.656, 3.907, 3.441], [12.310, 3.413, 4.785], [11.672, 5.493, 4.554], [9.990, 3.995, 6.073], [9.594, 2.580, 6.039], [8.879, 4.911, 5.780], [10.732, 4.357, 7.288], [-6.362, -1.687, -4.655], [-5.831, -2.501, -4.457], [-7.254, -1.723, -4.225], [-6.437, -1.533, -5.631]], "forces_ev_per_a": [[-0.41, -0.47, 0.41], [-0.56, 0.32, 0.72], [-0.87, 0.70, -0.93], [-0.53, 0.68, 1.37], [1.51, 0.79, 0.14], [0.34, -0.45, -0.74], [8.23, 3.19, -1.82], [-10.51, -4.64, 4.59], [0.85, -0.86, -1.57], [-0.10, 1.35, -1.24], [0.20, -1.46, 1.70], [1.32, 0.21, -1.23], [-0.58, 0.73, 1.97], [-0.99, 1.94, -0.41], [-0.45, -1.72, -0.42], [-1.47, -8.02, -5.47], [2.04, 7.69, 8.78], [0.15, 0.33, -0.07], [-4.70, -1.75, 2.87], [6.03, 2.47, -3.84], [-0.07, -2.13, 0.46], [1.29, 0.28, 0.84], [0.02, 0.48, -0.54], [0.20, -2.48, 0.59], [0.65, -0.04, -2.47], [-1.92, 1.57, 0.69], [-0.34, 2.48, 0.61], [0.94, -1.82, 1.46], [0.33, -2.17, -1.40], [0.00, 1.82, -1.21], [0.09, -1.69, 1.60], [1.50, -0.85, -1.69], [1.40, 0.25, -1.94], [-2.13, 1.33, -0.61], [1.15, 1.10, 1.92], [-1.71, -1.06, -1.55], [1.55, 1.83, 0.85], [-0.77, -0.04, -2.20], [-2.23, 0.80, 1.14], [0.69, -0.49, -1.18], [0.22, 0.11, 1.51], [-0.16, 2.18, -0.38], [-0.61, -1.33, -2.09], [2.42, -0.47, -0.86], [-1.30, -0.33, -1.99], [-0.66, -2.09, 1.15], [-0.65, 3.75, -0.21], [2.07, -1.59, -0.54], [-1.10, -0.29, 2.19], [-0.21, -0.65, -0.17], [1.02, -1.04, 0.66], [1.21, 0.54, 0.67], [-0.79, -0.45, -0.30], [-0.51, 0.43, -1.67], [2.02, -0.15, 2.48], [-0.21, -0.95, 1.74], [-0.22, 0.97, -1.18], [-2.26, 0.38, -1.49], [1.03, -0.19, 0.93], [0.01, 0.05, 0.07], [-0.06, -0.08, -0.02], [0.34, -0.02, -0.32], [0.43, 0.16, -0.29], [1.15, -1.06, 0.66], [-1.65, 1.36, -0.49], [-1.30, 1.48, 0.67], [0.47, 0.26, 0.33], [0.21, -0.05, -0.37], [-0.42, -0.51, 0.09], [-0.29, 0.36, -0.08], [0.08, -0.11, 0.07], [-0.07, -0.09, 0.52], [-0.07, -0.88, -0.92], [0.43, 0.96, 0.19], [-0.20, 0.08, 0.31], [0.05, 0.52, -0.22], [-0.06, -0.11, -0.01], [0.13, -0.03, -0.23], [0.00, -0.05, -0.26], [-0.02, -0.14, 0.17], [0.10, -0.26, 0.12], [-0.06, -0.09, 0.22], [0.22, 0.97, -0.12], [-0.17, -0.55, -0.63], [-1.34, -0.48, -0.56], [0.23, -0.28, 0.47], [0.12, 0.51, 0.18], [0.21, -0.74, 0.56], [0.81, -0.02, -0.41], [1.39, 0.30, -1.24], [0.12, 0.14, 1.16], [-1.26, 0.63, 0.17], [-0.71, -1.19, 0.38], [-1.44, -0.15, 2.04], [0.70, 1.10, -0.60], [1.28, -0.67, -0.38], [-0.21, -0.26, -1.64], [0.53, -0.40, -0.27], [-0.41, 0.30, -0.34], [-0.70, 0.08, -0.02], [-0.02, -0.08, 0.37]]}

(2)
{"formula": "C28H40BrF9O15Si", "method": "wB97M-V/def2-TZVPD", "relative_energy_kcal_mol": 231.7, "smiles": "CCOC[Si@@](Br)(CCOC=O)CCC(F)(F)C(F)(F)C(F)(F)C(F)(F)F.C[C@@H]1COC(=O)O1.C[C@@H]1COC(=O)O1.C[C@@H]1COC(=O)O1.C[C@@H]1COC(=O)O1", "symbols": ["C", "C", "O", "C", "Si", "Br", "C", "C", "O", "C", "O", "C", "C", "C", "F", "F", "C", "F", "F", "C", "F", "F", "C", "F", "F", "F", "H", "H", "H", "H", "H", "H", "H", "H", "H", "H", "H", "H", "H", "H", "H", "H", "C", "C", "C", "O", "C", "O", "O", "H", "H", "H", "H", "H", "H", "C", "C", "C", "O", "C", "O", "O", "H", "H", "H", "H", "H", "H", "C", "C", "C", "O", "C", "O", "O", "H", "H", "H", "H", "H", "H", "C", "C", "C", "O", "C", "O", "O", "H", "H", "H", "H", "H", "H"], "positions_angstrom": [[1.386, 2.999, 0.559], [1.828, 2.670, -1.011], [2.070, 3.887, -1.817], [1.472, 3.713, -3.183], [-0.317, 4.425, -3.260], [-0.750, 5.423, -1.199], [-0.473, 5.761, -4.651], [-0.957, 7.245, -4.092], [-1.032, 8.138, -5.283], [-1.784, 9.383, -4.921], [-2.893, 9.611, -5.660], [-1.683, 3.084, -3.647], [-3.197, 3.629, -3.309], [-4.059, 2.666, -2.296], [-3.268, 2.011, -1.230], [-4.609, 1.554, -3.156], [-5.354, 3.526, -1.777], [-6.517, 2.562, -1.769], [-5.644, 4.553, -2.814], [-5.240, 4.107, -0.248], [-5.856, 3.127, 0.716], [-3.877, 4.526, 0.164], [-6.187, 5.479, -0.116], [-5.442, 6.669, -0.618], [-7.539, 5.311, -0.700], [-6.388, 5.711, 1.350], [1.205, 4.166, 0.724], [2.263, 2.706, 1.291], [0.411, 2.358, 0.796], [0.953, 2.020, -1.475], [2.795, 1.983, -0.946], [2.210, 4.286, -3.926], [1.524, 2.569, -3.511], [0.533, 5.898, -5.263], [-1.294, 5.406, -5.426], [-2.019, 7.165, -3.553], [-0.126, 7.677, -3.374], [-1.383, 10.113, -4.084], [-1.460, 2.042, -3.153], [-1.634, 2.921, -4.824], [-3.093, 4.749, -2.946], [-3.799, 3.647, -4.339], [-5.326, -0.019, -0.696], [-5.616, -1.315, 0.036], [-5.640, -1.160, 1.527], [-5.243, -2.440, 1.982], [-4.462, -2.976, 0.996], [-3.764, -3.964, 1.128], [-4.567, -2.249, -0.160], [-5.515, -0.143, -1.768], [-5.955, 0.799, -0.331], [-4.273, 0.267, -0.596], [-6.546, -1.762, -0.335], [-6.639, -0.911, 1.899], [-4.925, -0.421, 1.903], [2.409, -3.184, 1.836], [2.658, -1.690, 1.917], [1.483, -0.870, 1.476], [2.092, 0.312, 0.989], [3.342, -0.043, 0.564], [4.066, 0.660, -0.116], [3.669, -1.298, 1.003], [3.210, -3.726, 2.350], [1.458, -3.460, 2.300], [2.415, -3.532, 0.797], [2.983, -1.413, 2.927], [0.806, -0.642, 2.304], [0.911, -1.326, 0.661], [1.740, -7.627, 3.479], [2.891, -6.931, 4.179], [2.778, -6.958, 5.674], [3.461, -5.781, 6.061], [3.348, -4.906, 5.016], [3.616, -3.721, 5.076], [2.888, -5.542, 3.894], [1.969, -7.753, 2.415], [1.547, -8.616, 3.906], [0.823, -7.029, 3.531], [3.848, -7.348, 3.843], [3.255, -7.842, 6.108], [1.746, -6.895, 6.036], [6.083, -3.949, 2.132], [6.599, -5.248, 1.545], [6.900, -5.158, 0.079], [6.689, -6.484, -0.367], [5.771, -7.037, 0.483], [5.183, -8.082, 0.279], [5.600, -6.254, 1.593], [6.070, -4.009, 3.225], [6.712, -3.100, 1.845], [5.052, -3.753, 1.818], [7.469, -5.602, 2.111], [7.932, -4.846, -0.111], [6.220, -4.496, -0.468]], "forces_ev_per_a": [[0.27, 0.57, -0.17], [-0.20, -1.10, 1.28], [-1.28, -2.01, -1.01], [2.20, -0.51, -0.17], [-0.27, -0.03, -0.12], [0.04, -0.56, -1.17], [-0.66, 1.55, -1.04], [0.75, -0.72, 0.17], [-2.02, 2.42, 2.65], [-5.12, -0.76, -5.14], [7.56, -1.07, 5.28], [-0.61, -0.90, -0.58], [0.45, -0.14, -0.84], [0.64, -0.86, -1.88], [-2.41, 2.36, -2.97], [1.63, 3.03, 2.57], [-1.62, -2.18, -1.10], [3.23, 3.47, -0.02], [0.70, -2.96, 3.75], [-0.73, 1.04, 1.67], [2.56, 3.08, -3.19], [-4.49, -1.88, -1.45], [-0.78, 1.70, 2.13], [-3.01, -4.21, 1.38], [5.05, 0.82, 1.77], [0.59, -0.63, -5.00], [0.16, -2.65, -0.57], [-1.94, 0.51, -1.55], [2.19, 1.62, -0.29], [1.67, 1.40, 0.76], [-2.11, 1.78, -0.54], [-1.70, -1.10, 1.54], [-0.16, 2.34, 0.66], [-2.04, -0.25, 1.35], [1.64, 0.74, 1.50], [2.39, 0.22, -1.16], [-1.86, -0.94, -1.18], [-0.70, -1.73, -1.64], [-0.48, 2.08, -0.87], [-0.03, 0.21, 2.45], [-0.65, -2.44, -0.28], [1.08, -0.08, 2.57], [0.08, -0.35, -0.41], [-0.35, 1.25, -0.60], [-0.60, 0.50, 0.45], [0.65, -0.70, -0.46], [1.26, -1.80, 0.10], [-1.45, 2.05, -0.25], [0.31, -0.89, 0.94], [-0.01, 0.07, 0.26], [0.05, -0.27, 0.02], [-0.37, -0.26, 0.24], [0.07, -0.02, 0.14], [0.20, -0.16, 0.05], [-0.03, 0.04, -0.19], [0.55, -0.27, 0.04], [-0.53, -1.26, 0.60], [-0.85, -0.09, 0.42], [1.15, -0.16, -0.55], [1.23, 0.81, -0.91], [-1.21, -1.50, 1.43], [0.07, 1.34, -0.69], [-0.45, 0.14, -0.02], [0.15, 0.10, -0.01], [-0.18, 0.23, 0.06], [-0.07, 0.02, -0.10], [0.14, 0.13, -0.20], [0.11, -0.13, 0.08], [-0.02, 0.13, -0.60], [-0.59, -1.23, -0.55], [-0.04, -0.78, 0.49], [0.11, 1.06, -0.60], [0.41, 1.78, 0.08], [-0.47, -2.26, -0.20], [0.48, 0.92, 0.98], [-0.02, -0.06, 0.19], [0.11, 0.14, -0.01], [0.16, -0.08, 0.23], [-0.06, 0.09, 0.09], [-0.01, 0.27, 0.02], [0.01, -0.04, -0.17], [-0.20, -0.09, 0.52], [0.15, 1.31, 0.58], [0.62, 0.57, -0.38], [-0.72, -0.76, 0.44], [-1.03, -1.92, -0.40], [1.22, 2.17, 0.49], [-0.10, -0.95, -0.82], [0.01, 0.09, -0.15], [-0.04, -0.16, -0.01], [0.42, -0.06, -0.19], [-0.04, -0.03, -0.15], [-0.18, -0.19, -0.07], [-0.01, 0.04, 0.20]]}